P | 18
Properties=species:S:1:pos:R:3:lowdin_charge:R:1 method="wB97M-V/def2-TZVPD" multiplicity=1 smiles="c1c[nH]cn1.CC(N)=O" e_homo_ev=-8.8
C 0.319 -3.282 2.076 -0.18
C 0.305 -1.905 2.134 -0.13
N -0.673 -1.523 1.250 0.03
C -1.202 -2.655 0.702 -0.22
N -0.620 -3.742 1.184 0.03
H 0.960 -3.966 2.632 0.09
H 0.886 -1.183 2.708 0.11
H -0.955 -0.562 1.039 0.14
H -2.003 -2.629 -0.037 0.12
C 0.162 3.418 -1.863 -0.02
C -0.036 2.144 -1.071 -0.60
N 0.835 1.138 -1.382 0.14
O -0.902 2.011 -0.218 0.02
H -0.584 4.164 -1.541 0.09
H 0.032 3.235 -2.943 0.09
H 1.170 3.834 -1.695 0.08
H 1.558 1.252 -2.096 0.11
H 0.748 0.251 -0.879 0.10

=====

Q | 18
Properties=species:S:1:pos:R:3:lowdin_charge:R:1 method="wB97M-V/def2-TZVPD" multiplicity=1 e_homo_ev=-8.3
C -0.217 2.130 -1.251 -0.05
N 1.005 -0.168 1.158 -0.01
C 0.311 -0.232 -0.513 -0.50
C -0.004 -1.347 0.352 -0.06
C -0.736 0.868 -0.643 -0.38
C -0.454 -2.538 0.623 0.09
O 0.554 0.772 2.124 -0.04
N 1.059 -0.456 -1.587 0.09
N -1.920 0.788 -0.205 0.16
H 0.424 0.269 2.943 0.10
H 1.968 0.058 0.898 0.14
H 1.652 -1.277 -1.473 0.03
H -2.107 -0.087 0.285 0.04
H -1.044 2.810 -1.440 0.08
H 0.316 1.896 -2.171 0.07
H 0.488 2.598 -0.561 0.09
H -0.864 -3.152 -0.169 0.09
H -0.428 -2.932 1.630 0.08

=====

R | 18
Properties=species:S:1:pos:R:3:lowdin_charge:R:1 method="wB97M-V/def2-TZVPD" multiplicity=1 smiles="C=NN1CC(NC=O)C1" e_homo_ev=-8.9
C 2.093 -2.628 -0.356 -0.03
N 0.934 -2.167 -0.963 -0.03
N 0.422 -0.969 -0.762 -0.22
C -0.865 -0.467 -1.261 -0.01
C -0.822 0.456 0.143 -0.24
N -0.433 1.843 0.216 0.03
C -1.078 2.994 0.684 -0.35
O -0.767 4.152 1.015 -0.02
C 0.270 -0.541 0.547 -0.20
H 2.712 -3.549 -0.785 0.09
H 2.512 -2.179 0.566 0.04
H -1.024 0.235 -2.087 0.11
H -1.748 -0.982 -1.315 0.07
H -1.617 0.407 0.859 0.12
H 0.683 2.079 0.069 0.22
H -2.108 2.857 1.054 0.12
H -0.334 -1.346 1.264 0.17
H 1.170 -0.196 1.113 0.12

=====

S | 18
Properties=species:S:1:pos:R:3:lowdin_charge:R:1 method="wB97M-V/def2-TZVPD" multiplicity=1 e_homo_ev="-8.0 / -8.0"
C -3.131 -0.041 -0.137 -0.06
C -1.557 1.538 0.143 -0.15
C -1.982 -0.701 -0.136 -0.36
C -0.994 0.357 -0.078 0.05
C 1.848 0.718 0.862 -0.10
N -1.717 -2.025 -0.372 0.09
N 1.778 -0.236 -1.373 -0.05
N 1.297 -0.287 -0.121 -0.14
O -2.878 1.305 0.104 -0.03
H -4.120 -0.296 -0.157 0.10
H -1.276 2.545 0.169 0.10
H 1.186 0.769 1.661 0.04
H 2.767 0.276 1.211 0.07
H 1.867 1.637 0.353 0.05
H -0.777 -2.234 -0.408 0.03
H -2.237 -2.706 0.258 0.13
H 1.085 -0.780 -1.943 0.10
H 1.918 0.653 -1.956 0.12

=====

Relative calculated energies, zero for the most stable structure, unit hartree: P 0.0000; Q 0.2567; R 0.2132; S 0.2436.

=====

P | 21
Properties=species:S:1:pos:R:3:lowdin_charge:R:1 method="wB97M-V/def2-TZVPD" total_charge=+1 multiplicity=1 e_homo_ev=-12.6
C 0.283 -0.005 1.738 -0.15
C -0.474 0.877 0.771 -0.25
C -0.145 2.351 1.025 -0.08
N 0.083 -1.477 1.408 0.19
H 1.355 0.162 1.699 0.14
H -0.062 0.103 2.768 0.14
H -1.540 0.665 0.827 0.12
H -0.120 0.636 -0.235 0.08
H -0.341 2.644 2.053 0.08
H 0.903 2.532 0.804 0.08
H -0.747 2.989 0.376 0.09
H -0.910 -1.714 1.398 0.17
H 0.452 -1.705 0.477 0.15
H 0.554 -2.074 2.088 0.17
C -0.295 -1.270 -2.448 -0.20
N 0.774 -0.335 -2.738 -0.05
H -0.652 -1.270 -1.395 0.03
H 0.039 -2.284 -2.671 0.08
H -1.164 -1.056 -3.058 0.08
H 0.463 0.627 -2.796 0.06
H 1.545 -0.395 -2.090 0.05

=====

Q | 21
Properties=species:S:1:pos:R:3:lowdin_charge:R:1 method="wB97M-V/def2-TZVPD" total_charge=+1 multiplicity=1 e_homo_ev=-14.4
C -0.616 -0.111 2.201 -0.07
C 0.646 -0.794 1.718 -0.21
N 0.349 -1.703 0.561 0.14
H -0.379 0.497 3.072 0.09
H -1.052 0.543 1.447 0.07
H -1.357 -0.841 2.523 0.09
H 1.368 -0.073 1.344 0.12
H 1.115 -1.390 2.495 0.13
H -0.462 -2.290 0.757 0.16
H 1.129 -2.329 0.363 0.16
H 0.137 -1.160 -0.367 0.10
C 0.265 1.884 -1.049 -0.09
C -0.639 0.916 -1.780 -0.29
N -0.011 -0.426 -1.866 -0.02
H 1.248 1.912 -1.523 0.08
H -0.149 2.893 -1.098 0.09
H 0.391 1.634 0.007 0.05
H -1.588 0.808 -1.260 0.11
H -0.855 1.308 -2.772 0.11
H -0.484 -0.975 -2.576 0.10
H 0.943 -0.302 -2.198 0.10

=====

Relative calculated energies, zero for the most stable structure, unit hartree: P 0.0383; Q 0.0000.

=====

P | 8
Properties=species:S:1:pos:R:3:lowdin_charge:R:1 method="wB97M-V/def2-TZVPD" total_charge=-1 multiplicity=1 e_homo_ev=-3.8
N -1.775 0.068 0.582 -0.22
O 1.147 1.253 -0.355 -0.53
O 1.210 -1.377 -0.266 -0.51
O -1.388 1.154 0.030 -0.21
O -1.406 -1.003 -0.009 -0.21
S 1.864 -0.011 0.358 0.74
H 0.130 1.253 -0.199 -0.03
H 0.219 -1.337 -0.141 -0.03

=====

Q | 8
Properties=species:S:1:pos:R:3:lowdin_charge:R:1 method="wB97M-V/def2-TZVPD" total_charge=-1 multiplicity=1 e_homo_ev="-5.3 / -5.3"
N -1.761 0.157 -0.225 -0.07
O 1.203 0.923 -0.866 -0.45
O 1.619 0.747 1.604 -0.41
O 1.682 -1.267 0.002 -0.42
O -2.604 -0.756 -0.098 -0.13
S 1.241 0.091 0.343 0.42
H -1.166 0.060 -1.100 0.06
H -0.214 0.044 0.340 0.01

=====

R | 8
Properties=species:S:1:pos:R:3:lowdin_charge:R:1 method="wB97M-V/def2-TZVPD" total_charge=-1 multiplicity=1 e_homo_ev="-4.4 / -5.4"
N -1.082 -0.100 0.568 -0.20
O 0.602 -1.755 -0.373 -0.30
O -1.724 -2.330 -0.104 -0.35
O -0.982 -1.000 -2.042 -0.42
O -0.178 -0.480 1.474 -0.25
S -0.818 -1.335 -0.610 0.37
H -0.016 1.006 -1.271 0.12
H 0.470 -1.220 0.714 0.03

=====

Relative calculated energies, zero for the most stable structure, unit hartree: P 0.0000; Q 0.0184; R 0.0961.

=====

P | 14
Properties=species:S:1:pos:R:3:lowdin_charge:R:1 method="wB97M-V/def2-TZVPD" multiplicity=1 smiles="CC1=CPSC=C1" e_homo_ev=-8.0
C 1.496 1.016 -0.640 -0.08
C 0.301 0.264 -0.084 -0.36
C -0.793 1.036 0.126 -0.42
P -2.493 0.760 0.774 0.69
S -1.893 -1.450 1.233 0.48
C -0.245 -2.059 0.702 -0.42
C 0.556 -1.160 0.122 -0.20
H 1.231 1.483 -1.589 0.08
H 2.341 0.357 -0.809 0.07
H 1.801 1.803 0.048 0.08
H -0.649 2.092 -0.090 0.05
H -3.081 0.457 -0.478 -0.12
H -0.102 -3.100 0.900 0.05
H 1.529 -1.498 -0.214 0.09

=====

Q | 14
Properties=species:S:1:pos:R:3:lowdin_charge:R:1 method="wB97M-V/def2-TZVPD" multiplicity=1 smiles="[H]/P=C1/C=CCCS1" e_homo_ev="-8.4 / -8.4"
H 3.665 -1.031 -0.250 -0.15
P 3.302 0.354 0.001 0.77
C 1.557 0.240 0.032 -0.65
C 0.518 1.194 0.033 -0.29
C -0.755 1.172 0.226 -0.11
C -1.495 -0.108 0.573 -0.22
C -0.931 -1.078 -0.507 -0.60
S 0.609 -1.813 0.029 0.69
H 1.055 2.063 -0.323 0.10
H -1.292 2.046 0.177 0.09
H -1.298 -0.510 1.601 0.12
H -2.522 0.114 0.407 0.09
H -1.626 -1.984 -0.509 0.08
H -0.789 -0.659 -1.491 0.07

=====

R | 14
Properties=species:S:1:pos:R:3:lowdin_charge:R:1 method="wB97M-V/def2-TZVPD" multiplicity=1 smiles="CC1=C[P@@H](=S)C=C1" e_homo_ev=-8.7
C 1.964 -0.858 0.449 -0.05
C 0.638 -0.243 0.078 -0.42
C -0.385 -0.945 -0.454 -0.19
P -1.934 0.100 -0.504 0.29
S -3.551 -0.419 0.407 0.13
C -0.961 1.527 0.005 -0.24
C 0.320 1.161 0.312 -0.12
H 2.003 -0.456 1.509 0.10
H 2.626 -0.327 -0.233 0.08
H 2.016 -2.001 0.287 0.11
H -0.500 -2.069 -0.699 0.11
H -2.076 0.264 -1.861 -0.01
H -1.366 2.597 0.003 0.10
H 1.207 1.670 0.702 0.11

=====

Relative calculated energies, zero for the most stable structure, unit hartree: P 0.0178; Q 0.0788; R 0.0000.